8
Properties=species:S:1:pos:R:3:forces:R:3 method="wB97M-V/def2-TZVPD" e_homo_ev="-8.53 / -8.53" lumo_energy_ev="-2.03 / -2.03" total_energy_ha=-514.5266 e_above_lowest_kcal_mol=198.22 mol_weight_g_mol=72.13
C -0.1405 -0.1692 -0.9995 -0.3 -1.1 0.2
C -0.0450 2.9209 -0.9543 -0.1 0.0 -0.3
C -0.0302 -1.1457 0.1164 -0.9 2.7 0.8
S -0.0598 1.4493 -0.3564 0.9 -0.3 2.0
H 0.6936 -1.8788 -0.1983 0.7 -0.3 0.3
H -0.9999 -1.7097 0.1175 0.6 0.6 0.2
H 0.1609 -0.4818 1.1739 -0.2 -2.2 -2.0
H 0.4209 1.0150 1.1007 -0.6 0.6 -1.3

=====

28
Properties=species:S:1:pos:R:3:forces:R:3 method="wB97M-V/def2-TZVPD" e_homo_ev=-7.22 lumo_energy_ev=-0.58 total_energy_ha=-990.1355 e_above_lowest_kcal_mol=51.11 mol_weight_g_mol=224.20
C -3.8168 -0.3592 -0.0722 -2.0 0.0 -1.1
C -3.8062 1.0096 -0.0841 0.9 0.2 0.3
C -2.6598 -1.1146 -0.1218 -0.8 -1.1 -0.9
C -2.5884 1.7240 -0.0584 -0.3 -1.8 0.0
C -1.4398 -0.4789 -0.2059 0.0 2.2 0.0
C -1.4309 1.0086 -0.1700 -3.0 -3.4 0.6
C -0.0336 -2.3711 -0.7300 2.1 1.8 -0.9
C 1.3846 -2.4139 -1.2371 1.9 -2.2 1.6
C 1.7668 1.5865 1.7537 -3.1 0.6 2.0
C 3.5236 0.7820 0.2088 0.4 -1.7 -1.1
N -0.2274 -1.0293 -0.4327 0.3 0.6 -0.2
N 2.1094 1.1585 0.4631 1.1 -0.9 -2.1
O -0.7177 -3.3477 -0.6289 -1.5 -0.6 0.4
O -0.2540 1.6205 -0.1417 2.2 1.6 0.1
P 1.0556 1.0703 -0.8227 0.2 -2.3 1.0
H -4.8297 -0.8316 -0.2805 1.5 0.3 0.6
H -4.7228 1.5181 -0.2096 -0.8 0.7 0.2
H -2.8289 -2.1674 -0.4172 0.8 0.6 0.8
H -2.5466 2.7522 0.1288 0.0 1.5 -0.2
H 1.9654 -2.3907 -0.2544 -0.3 0.1 -1.2
H 1.5664 -1.4834 -1.7197 0.6 0.3 -0.8
H 1.7733 -3.3580 -1.7499 -1.0 1.4 0.4
H 0.6522 1.2823 1.9835 2.0 1.3 -0.6
H 2.2375 1.1178 2.5804 1.2 -1.0 0.3
H 2.0078 2.6615 1.8931 -0.7 -0.4 -0.1
H 3.8532 1.1236 -0.7848 -0.5 -0.3 0.0
H 4.2194 1.2921 0.8383 0.0 0.4 0.9
H 3.7875 -0.3620 0.2718 -1.0 2.1 0.0

=====

146
Properties=species:S:1:pos:R:3:forces:R:3 method="wB97M-V/def2-TZVPD" e_homo_ev="-10.73 / -10.88" lumo_energy_ev="-4.14 / -4.15" total_energy_ha=-5658.2381 e_above_lowest_kcal_mol=0.00 mol_weight_g_mol=1275.41 multiplicity=4 charge=+2
Cr 0.5872 0.3347 -0.2664 -0.3 0.0 -0.2
N 1.1112 0.2284 1.6202 -0.3 0.2 0.2
S 1.3779 -0.0385 3.0129 0.1 -0.1 -0.2
N 1.4447 -1.6154 3.4903 0.0 0.0 0.0
S 0.2194 -2.5587 3.3824 0.0 0.0 -0.1
N -0.7326 -2.5616 2.1671 0.1 0.1 0.0
S -0.4756 -2.6728 0.5553 -0.1 0.1 0.1
N 0.0277 -1.5489 -0.2256 0.2 -0.1 -0.1
C 0.5003 -4.1472 0.3346 0.1 0.1 0.0
C 0.0302 -5.3834 0.7530 0.0 0.0 0.1
C 0.8386 -6.4945 0.5874 0.0 0.0 0.0
C 2.0957 -6.3662 0.0076 0.0 0.0 0.0
C 2.5458 -5.1280 -0.4222 0.0 0.0 0.0
C 1.7400 -4.0085 -0.2655 0.0 0.0 0.0
C -2.1054 -3.1998 0.0783 0.0 0.0 -0.1
C -2.3032 -3.3069 -1.2935 0.0 0.0 0.0
C -3.5406 -3.7060 -1.7678 0.0 0.0 0.0
C -4.5674 -3.9842 -0.8746 0.0 0.0 0.0
C -4.3579 -3.8697 0.4916 0.0 0.0 0.0
C -3.1190 -3.4791 0.9793 0.0 0.0 0.1
C 0.9131 -4.1604 3.6716 0.0 0.0 0.1
C 2.2479 -4.4108 3.3982 0.0 0.1 -0.1
C 2.7262 -5.7017 3.5764 0.0 0.1 0.0
C 1.8836 -6.7019 4.0377 0.0 0.0 0.0
C 0.5463 -6.4325 4.3027 0.0 0.0 0.0
C 0.0478 -5.1570 4.1090 0.0 0.0 0.0
C -0.8910 -2.2808 4.7320 0.0 0.0 0.0
C -2.1087 -1.6593 4.5061 0.0 0.0 0.0
C -2.9009 -1.3482 5.6015 0.0 0.0 0.0
C -2.4802 -1.6702 6.8836 0.0 0.0 0.0
C -1.2557 -2.2942 7.0895 0.0 0.0 0.0
C -0.4430 -2.5944 6.0100 0.0 0.0 0.0
C 0.3046 0.8034 4.1467 0.0 0.0 0.0
C 0.4458 0.6617 5.5224 0.0 -0.1 0.0
C -0.4084 1.3666 6.3489 0.0 0.0 0.0
C -1.3724 2.2086 5.7988 0.0 0.0 0.0
C -1.4839 2.3540 4.4262 0.0 0.0 -0.1
C -0.6345 1.6487 3.5812 0.0 0.0 0.0
C 2.9960 0.4721 3.5279 0.0 0.0 -0.1
C 3.9241 -0.3647 4.1214 0.0 -0.1 0.1
C 5.1961 0.1295 4.3830 0.0 0.0 0.0
C 5.5189 1.4368 4.0545 0.0 0.0 0.0
C 4.5725 2.2684 3.4637 0.0 0.0 0.0
C 3.3041 1.7875 3.1930 0.0 0.0 0.0
H -0.9556 -5.4823 1.1896 0.0 0.0 0.0
H 0.4828 -7.4660 0.9028 0.0 0.0 0.0
H 2.7186 -7.2413 -0.1214 0.0 0.0 0.0
H 3.5165 -5.0310 -0.8895 0.0 0.0 0.0
H 2.0506 -3.0374 -0.6246 0.0 0.0 0.0
H -1.4988 -3.0705 -1.9788 0.0 0.0 0.0
H -3.7068 -3.7947 -2.8323 0.0 0.0 0.0
H -5.5359 -4.2909 -1.2456 0.0 0.0 0.0
H -5.1605 -4.0847 1.1835 0.0 0.0 0.0
H -2.9505 -3.3847 2.0434 0.0 0.0 0.0
H 2.8937 -3.6167 3.0441 0.0 0.0 0.0
H 3.7639 -5.9198 3.3633 0.0 0.0 0.0
H 2.2698 -7.7004 4.1936 0.0 0.0 0.0
H -0.1060 -7.2172 4.6605 0.0 0.0 0.0
H -0.9938 -4.9385 4.3082 0.0 0.0 0.0
H -2.4269 -1.4176 3.5016 0.0 0.0 0.0
H -3.8527 -0.8585 5.4482 0.0 0.0 0.0
H -3.1101 -1.4351 7.7309 0.0 0.0 0.0
H -0.9334 -2.5446 8.0908 0.0 0.0 0.0
H 0.5186 -3.0682 6.1619 0.0 0.0 0.0
H 1.2110 0.0156 5.9336 0.0 0.0 0.0
H -0.3214 1.2730 7.4228 0.0 0.0 0.0
H -2.0280 2.7682 6.4525 0.0 0.0 0.0
H -2.2204 3.0269 4.0072 0.0 0.0 0.0
H -0.6857 1.7487 2.5026 0.0 0.0 0.0
H 3.6608 -1.3807 4.3870 0.0 0.1 -0.1
H 5.9334 -0.5102 4.8483 0.0 0.0 0.0
H 6.5101 1.8159 4.2640 0.0 0.0 0.0
H 4.8235 3.2908 3.2160 0.0 0.0 0.0
H 2.5603 2.4230 2.7240 0.0 0.0 0.0
C -0.9882 6.4605 -0.8688 0.0 0.0 0.0
C -0.2714 5.1674 -0.5921 0.0 0.0 0.0
C 1.1152 5.1451 -0.4741 0.1 0.0 0.0
C 1.7637 3.9388 -0.2541 -0.2 0.1 -0.2
C 3.2615 3.8511 -0.1632 0.0 0.0 0.1
C 0.9837 2.7986 -0.1283 0.2 -0.4 0.1
C -0.4308 2.7590 -0.2139 0.0 0.1 0.0
C -1.0274 4.0072 -0.4751 0.0 -0.1 0.0
N -0.9831 1.4988 -0.0907 0.1 0.0 0.1
C -2.4092 1.1020 -0.1237 0.0 0.0 0.0
C -3.4363 2.2353 -0.1364 0.0 0.0 0.0
C -2.6884 0.2789 1.1377 -0.1 0.0 0.1
C -2.6752 0.2469 -1.3673 0.0 0.0 -0.1
H -0.2887 7.2736 -1.0543 0.0 0.0 0.0
H -1.6197 6.7447 -0.0258 0.0 0.0 0.0
H -1.6343 6.3555 -1.7411 0.0 0.0 0.0
H 1.6810 6.0645 -0.5574 0.0 0.0 0.0
H 3.6753 4.7261 0.3382 0.0 0.0 0.0
H 3.7107 3.8093 -1.1583 0.0 0.0 0.0
H 3.5797 2.9629 0.3876 0.0 0.0 0.0
H 1.5774 1.9204 0.1641 0.1 0.3 0.3
H -2.0849 4.1043 -0.6265 0.0 0.0 0.0
H -3.2961 2.9266 0.6942 0.0 0.0 0.0
H -4.4241 1.7836 -0.0220 0.0 0.0 0.0
H -3.4355 2.7810 -1.0776 0.0 0.0 0.0
H -2.7932 0.9343 2.0051 0.0 0.0 0.0
H -1.8721 -0.4088 1.3380 0.1 -0.1 0.0
H -3.6151 -0.2910 1.0318 0.0 0.0 0.0
H -2.5918 0.8571 -2.2678 0.0 0.0 0.0
H -3.6861 -0.1666 -1.3344 0.0 0.0 0.0
H -1.9709 -0.5801 -1.4382 0.0 0.0 0.0
I 5.5999 -2.7506 1.1259 0.0 0.0 0.1
C 4.7265 -1.2728 -0.0402 -0.1 0.1 -0.1
C 5.4495 -0.5747 -0.9978 0.0 0.0 0.0
C 4.7872 0.3688 -1.7655 -0.1 0.0 0.0
C 3.4324 0.5696 -1.5640 0.1 0.0 0.0
N 2.7398 -0.0991 -0.6367 0.0 0.0 -0.1
C 3.3815 -0.9913 0.1195 0.0 0.0 0.0
H 6.5040 -0.7658 -1.1442 0.0 0.0 0.0
H 5.3092 0.9414 -2.5183 0.0 0.0 0.0
H 2.8800 1.2904 -2.1546 0.0 0.0 0.0
H 2.7884 -1.4905 0.8726 0.0 0.0 0.0
C -2.2574 3.9716 -11.2884 0.0 0.0 -0.1
C -2.2551 4.0000 -9.7879 0.0 0.1 0.1
C -1.9635 5.1724 -9.0930 0.0 0.0 0.0
C -1.9749 5.2117 -7.7097 0.0 -0.1 0.0
C -2.3023 4.0721 -6.9829 0.1 0.1 -0.1
N -2.3486 4.1479 -5.5648 -0.1 -0.1 0.1
C -1.8103 3.2954 -4.6451 0.1 0.1 0.0
O -2.0879 3.3551 -3.4606 0.0 0.0 0.0
N -0.8886 2.3920 -5.1582 -0.1 0.1 -0.1
C -0.2921 1.3584 -4.4483 0.0 -0.1 0.0
C 0.1618 0.2379 -5.1384 0.0 0.0 0.0
C 0.7220 -0.8131 -4.4378 0.0 0.0 0.1
C 0.8180 -0.7241 -3.0625 0.0 0.0 -0.1
N 0.4219 0.3677 -2.3982 0.0 0.0 0.1
C -0.1097 1.3959 -3.0637 0.0 0.0 -0.1
C -2.6237 2.9015 -7.6603 0.0 0.0 0.0
C -2.5793 2.8700 -9.0466 0.0 -0.1 0.0
H -1.5647 4.7066 -11.6959 0.0 0.0 0.0
H -3.2502 4.2029 -11.6782 0.0 0.0 0.0
H -1.9746 2.9903 -11.6674 0.0 0.0 0.0
H -1.7117 6.0698 -9.6442 0.0 0.0 0.0
H -1.7240 6.1257 -7.1872 0.0 0.0 0.0
H -2.8685 4.9021 -5.1458 -0.1 0.0 0.0
H -0.7854 2.3688 -6.1608 0.0 0.0 0.0
H 0.0559 0.1841 -6.2151 0.0 0.0 0.0
H 1.0651 -1.7015 -4.9486 0.0 0.0 0.0
H 1.2150 -1.5311 -2.4626 0.0 0.0 0.0
H -0.4231 2.2553 -2.4960 0.0 0.0 0.0
H -2.9480 2.0255 -7.1122 0.0 0.0 0.0
H -2.8322 1.9504 -9.5604 0.0 0.0 0.0

=====

18
Properties=species:S:1:pos:R:3:forces:R:3 method="wB97M-V/def2-TZVPD" e_homo_ev=-8.19 lumo_energy_ev=0.92 total_energy_ha=-632.9979 smiles=CCO.CSC e_above_lowest_kcal_mol=18.29 mol_weight_g_mol=108.21
C -0.6300 2.5663 -1.0653 0.7 -0.3 0.0
C -0.0943 2.0850 0.2728 -0.3 -0.2 0.1
O -1.0114 1.1956 0.9388 -0.1 0.6 -0.3
H -1.4333 3.2840 -0.9976 -0.4 0.1 0.1
H 0.1705 3.0437 -1.6337 0.0 0.1 0.0
H -0.9263 1.6793 -1.6261 -0.3 0.1 -0.1
H 0.1703 2.8940 0.9529 0.0 0.2 0.0
H 0.8073 1.5134 0.0928 0.1 -0.3 0.1
H -1.8359 1.6971 1.0192 0.1 -0.3 0.1
C -0.4483 -1.9534 1.2108 0.6 -0.9 0.1
S 1.3379 -1.7740 0.9456 -0.2 -0.2 0.0
C 1.5132 -2.4407 -0.7420 0.0 0.4 0.4
H -0.7497 -2.9774 0.9758 0.1 0.1 -0.2
H -0.9609 -1.2391 0.5948 -0.5 0.3 0.2
H -0.6167 -1.8670 2.2843 -0.1 0.5 -0.2
H 1.7285 -1.6187 -1.4129 0.0 0.0 -0.3
H 2.3483 -3.1225 -0.7162 0.2 -0.2 -0.2
H 0.6308 -2.9655 -1.0940 -0.1 0.0 0.2

=====

44
Properties=species:S:1:pos:R:3:forces:R:3 method="wB97M-V/def2-TZVPD" e_homo_ev=-8.32 lumo_energy_ev=0.78 total_energy_ha=-3573.4232 smiles=COc1cccc(OC)c1OCCCOc1ccc(C)cc1Br e_above_lowest_kcal_mol=1.63 mol_weight_g_mol=381.27
C 4.3644 -0.6807 3.3324 0.3 0.1 0.0
O 3.0386 -0.9714 2.9668 -0.4 -0.2 -0.3
C 2.8137 -1.5604 1.7542 -0.3 0.0 0.1
C 3.7925 -1.7917 0.7939 0.2 0.1 0.2
C 3.4466 -2.3755 -0.4102 0.0 0.0 0.0
C 2.1419 -2.7359 -0.6869 -0.2 -0.1 -0.1
C 1.1483 -2.5113 0.2603 0.0 0.1 0.3
O -0.1663 -2.8064 0.0915 0.2 0.1 0.3
C -0.5760 -3.3631 -1.1352 -0.1 -0.1 -0.3
C 1.4867 -1.9246 1.4899 -0.2 0.0 0.2
O 0.5025 -1.7569 2.4436 0.6 -0.4 -0.3
C 0.0583 -0.4323 2.6550 -0.4 0.5 -0.1
C -0.7000 0.1349 1.4472 0.2 0.0 0.0
C 0.2263 0.8265 0.4398 0.0 -0.1 0.4
O -0.2882 0.7974 -0.8742 -0.2 0.2 -0.2
C -1.3433 1.5732 -1.2165 0.0 0.0 -0.2
C -1.9053 2.5964 -0.4639 0.3 -0.2 0.1
C -2.9670 3.3337 -0.9631 -0.1 0.0 -0.2
C -3.5041 3.0811 -2.2157 0.1 0.0 0.1
C -4.6568 3.8717 -2.7543 0.0 0.0 0.0
C -2.9486 2.0556 -2.9750 0.1 0.0 0.2
C -1.8945 1.3242 -2.4767 0.2 -0.3 0.0
Br -1.1322 -0.0804 -3.4991 -0.1 0.1 -0.1
H 4.3085 -0.2825 4.3445 0.1 0.0 -0.1
H 4.9883 -1.5797 3.3316 0.0 0.0 0.0
H 4.8098 0.0720 2.6728 0.0 -0.1 0.0
H 4.8196 -1.5212 0.9762 0.1 0.0 0.1
H 4.2118 -2.5494 -1.1515 0.1 0.0 -0.1
H 1.9045 -3.1764 -1.6407 -0.1 -0.1 -0.1
H -1.6523 -3.5032 -1.0474 0.1 0.0 -0.1
H -0.3668 -2.6897 -1.9720 0.0 0.0 0.1
H -0.1009 -4.3323 -1.3154 0.0 0.0 0.0
H -0.6158 -0.5135 3.5109 0.1 0.1 -0.1
H 0.8973 0.2217 2.9257 -0.1 -0.1 0.1
H -1.4700 0.8274 1.7915 0.0 0.0 0.0
H -1.1924 -0.7008 0.9454 0.0 0.1 0.0
H 1.1684 0.2785 0.3596 -0.1 0.2 0.0
H 0.4495 1.8562 0.7483 0.0 -0.1 0.0
H -1.5158 2.8308 0.5139 0.1 0.0 0.1
H -3.3816 4.1243 -0.3551 -0.1 0.1 0.1
H -5.5348 3.2352 -2.8605 -0.1 0.0 0.0
H -4.9054 4.6950 -2.0900 -0.1 0.1 0.0
H -4.4173 4.2744 -3.7371 -0.1 0.1 -0.1
H -3.3417 1.8292 -3.9547 0.0 0.0 -0.1

=====

18
Properties=species:S:1:pos:R:3:forces:R:3 method="wB97M-V/def2-TZVPD" e_homo_ev="-6.13 / -9.68" lumo_energy_ev="0.34 / -1.74" total_energy_ha=-1702.6288 e_above_lowest_kcal_mol=0.00 mol_weight_g_mol=235.31 multiplicity=3
C -1.0510 -0.6175 2.4423 -0.4 0.3 -2.1
C -1.2068 -1.9621 2.3552 2.6 0.5 -2.8
C -0.4375 0.0298 1.3165 1.3 -4.4 2.1
C 0.0141 -0.9068 0.3585 -0.7 0.3 1.2
C 0.6272 -0.5918 -0.8094 1.8 -0.4 -1.3
N -2.6358 1.0363 -0.1327 -1.3 -2.6 -1.7
N -1.8642 1.5261 0.5405 -1.6 5.4 0.7
N 1.8772 0.5655 -2.7212 4.0 -0.3 -1.6
O -0.0447 1.7588 -1.8605 -0.6 0.1 -0.1
O 2.0578 1.6515 -0.5360 -0.2 -0.4 -0.4
S -0.3585 -2.5791 0.8824 -0.6 1.4 1.0
S -0.4214 1.7062 1.2599 0.8 0.6 0.0
S 1.1092 1.0404 -1.4369 0.0 -0.3 2.5
H -1.6865 -0.0260 3.0282 -0.2 0.7 1.6
H -1.4059 -2.6088 3.1290 -1.0 -1.5 1.3
H 1.1870 -1.3915 -1.3342 -0.7 0.7 0.1
H 2.8956 0.7650 -2.9506 -1.9 -0.2 1.2
H 1.3441 0.6040 -3.5310 -1.3 0.0 -1.6

=====

46
Properties=species:S:1:pos:R:3:forces:R:3 method="wB97M-V/def2-TZVPD" e_homo_ev=-7.72 lumo_energy_ev=0.73 total_energy_ha=-1167.5540 smiles="COc1ccc(OCCCC(=O)Nc2ccc3c(c2)OCCO3)cc1" e_above_lowest_kcal_mol=55.41 mol_weight_g_mol=343.38
C 5.3915 3.3082 0.6472 0.2 0.0 -0.1
O 4.1278 2.9812 1.1705 -0.3 -0.1 0.1
C 3.1130 2.7179 0.3000 -0.1 0.0 -0.1
C 1.8820 2.3906 0.8732 0.2 0.0 0.0
C 0.7949 2.1078 0.0825 0.0 0.0 -0.2
C 0.8953 2.1418 -1.3108 0.2 0.1 0.2
O -0.2722 1.8476 -1.9785 0.0 -0.1 0.3
C -0.3172 1.7511 -3.3902 -0.2 -0.1 -0.6
C -0.3421 0.2975 -3.8841 0.1 0.4 0.2
C 0.8080 -0.5674 -3.3459 -0.1 -0.2 -0.1
C 0.4133 -1.5312 -2.2280 0.2 0.3 -0.4
O 0.8129 -2.6758 -2.2135 0.1 -0.3 0.1
N -0.3932 -0.9707 -1.2924 -0.2 0.4 0.1
C -0.9414 -1.5482 -0.1453 -0.1 -0.3 0.4
C -0.6748 -2.8549 0.2565 0.1 -0.1 -0.1
C -1.2722 -3.3583 1.3939 -0.3 0.3 0.2
C -2.1287 -2.5782 2.1592 -0.1 0.0 -0.1
C -2.3707 -1.2560 1.7777 0.1 -0.1 0.1
C -1.7883 -0.7567 0.6236 0.0 -0.1 0.1
O -3.1725 -0.4168 2.5134 0.1 0.0 -0.4
C -3.4404 -0.9028 3.8094 -0.1 -0.4 0.4
C -3.8081 -2.3850 3.7511 -0.2 0.5 0.1
O -2.7189 -3.1368 3.2693 0.3 -0.1 -0.1
C 2.1151 2.4661 -1.8807 -0.4 -0.1 -0.3
C 3.2143 2.7523 -1.0824 0.3 0.1 0.3
H 5.3545 4.2235 0.0470 0.0 0.0 0.0
H 6.0346 3.4713 1.5104 0.0 0.0 -0.1
H 5.8001 2.4924 0.0420 0.0 0.0 0.0
H 1.8055 2.3632 1.9480 0.0 0.0 0.1
H -0.1539 1.8586 0.5296 -0.1 0.0 0.1
H 0.5115 2.2923 -3.8508 -0.1 0.0 0.1
H -1.2481 2.2457 -3.6900 0.2 0.0 0.0
H -0.2961 0.3327 -4.9737 -0.1 0.0 0.0
H -1.2978 -0.1564 -3.6148 0.0 0.0 -0.1
H 1.2266 -1.1820 -4.1436 0.0 0.0 0.1
H 1.6151 0.0609 -2.9620 0.0 0.0 0.0
H -0.6180 0.0122 -1.4102 0.1 -0.2 -0.1
H -0.0128 -3.4680 -0.3301 0.0 0.0 0.0
H -1.0877 -4.3718 1.7113 0.0 -0.1 0.0
H -2.0111 0.2601 0.3387 0.0 0.2 0.0
H -4.2636 -0.3037 4.2017 0.1 -0.1 0.0
H -2.5547 -0.7770 4.4476 -0.1 0.0 -0.1
H -4.0417 -2.7750 4.7429 0.0 0.1 -0.1
H -4.6767 -2.5139 3.0897 0.1 0.0 0.1
H 2.2525 2.5073 -2.9505 0.0 0.0 0.0
H 4.1451 2.9988 -1.5681 0.1 0.0 0.0

=====

20
Properties=species:S:1:pos:R:3:forces:R:3 method="wB97M-V/def2-TZVPD" e_homo_ev="-9.06 / -9.08" lumo_energy_ev="-2.33 / -2.34" total_energy_ha=-3511.1343 e_above_lowest_kcal_mol=90.91 mol_weight_g_mol=215.10
C -0.1493 -1.7605 -0.1647 2.2 -0.9 -3.1
C 0.4202 0.0708 -1.9257 -0.5 -1.2 1.0
C 1.6422 0.0463 0.2827 -3.2 3.7 0.0
C -0.9656 0.5168 2.0064 1.8 0.3 -2.7
C 0.2804 -0.2690 -0.4113 1.0 -1.6 -1.1
P -0.9474 0.9869 0.0492 -0.2 0.2 3.4
S -1.2285 4.4493 -0.4052 0.0 -0.3 0.0
Br -2.8654 0.1236 -0.6105 -0.4 -0.1 -0.1
H -1.1148 -2.0385 -0.6097 0.2 0.3 0.6
H 0.6109 -2.5331 -0.7202 -1.4 2.0 1.0
H -0.0050 -2.0219 0.8454 -0.4 -0.3 1.3
H -0.6173 0.1221 -2.2779 0.5 -0.1 -0.8
H 0.9897 -0.7310 -2.4092 -0.1 0.3 -0.2
H 0.8957 1.0330 -1.9999 0.2 0.4 -0.4
H 1.6324 -0.2434 1.2729 0.3 -1.6 2.0
H 2.5108 -0.2350 -0.2308 1.1 -0.2 -0.9
H 1.5418 1.1936 0.5224 1.1 -1.5 -1.1
H 0.1226 0.7852 2.2093 -1.7 0.1 0.5
H -1.7343 1.0829 2.5103 0.1 0.0 0.3
H -1.0192 -0.5780 2.0663 -0.5 0.5 0.2